<P>
{
  "formula": "C3H8N",
  "method": "ωB97M-V with the def2-TZVPD basis set",
  "mol_weight_da": 58.10,
  "charge": 1,
  "smiles": "C=[NH+]CC",
  "homo_ev": -17.04,
  "elements": ["C", "N", "C", "C", "H", "H", "H", "H", "H", "H", "H", "H"],
  "coordinates": [[1.11614, 0.47168, -1.50508], [0.47597, 0.73036, -0.42839], [-0.73780, 0.02038, 0.03891], [-0.48556, -0.84837, 1.24983], [1.71305, 1.28860, -1.89427], [1.04616, -0.55526, -1.84121], [0.77539, 1.55048, 0.09444], [-1.40439, 0.84219, 0.31577], [-1.22262, -0.43577, -0.82079], [-1.42772, -1.25891, 1.59856], [-0.15328, -0.22707, 2.08388], [0.30465, -1.57831, 1.10834]],
  "mulliken_charge": [-0.128, -0.006, -0.491, -1.003, 0.288, 0.308, 0.307, 0.301, 0.414, 0.322, 0.351, 0.338]
}

<Q>
{
  "formula": "C3H8N",
  "method": "ωB97M-V with the def2-TZVPD basis set",
  "mol_weight_da": 58.10,
  "charge": 1,
  "homo_ev": -15.02,
  "elements": ["C", "C", "C", "N", "H", "H", "H", "H", "H", "H", "H", "H"],
  "coordinates": [[-0.49390, 0.94299, 1.03768], [0.48106, 0.14010, 0.49072], [0.27317, -1.37222, 0.41143], [-0.00201, 0.51239, -1.51308], [-0.28364, 1.89781, 1.47751], [-0.59773, 1.34426, -1.35834], [-1.54299, 0.57922, 1.03670], [1.22987, -1.90742, 0.30098], [-0.29608, -1.75141, 1.27528], [-0.30360, -1.45136, -0.53908], [0.22717, 0.50961, -2.48572], [1.30868, 0.55604, -0.13408]],
  "mulliken_charge": [-0.425, 0.379, -1.061, -0.464, 0.329, 0.269, 0.315, 0.322, 0.361, 0.362, 0.243, 0.370]
}

<R>
{
  "formula": "C3H8N",
  "method": "ωB97M-V with the def2-TZVPD basis set",
  "mol_weight_da": 58.10,
  "charge": 1,
  "smiles": "C/C=C/[NH3+]",
  "homo_ev": -15.22,
  "elements": ["C", "C", "C", "N", "H", "H", "H", "H", "H", "H", "H", "H"],
  "coordinates": [[-1.95499, -0.16741, -0.14150], [-0.47689, 0.04240, 0.41202], [0.47590, 0.22738, -0.51936], [1.85774, 0.22488, 0.11053], [-2.40117, -0.98212, 0.44308], [-1.76765, -0.59650, -1.12362], [-2.56214, 0.69157, 0.16772], [-0.29135, -0.39706, 1.39389], [0.52581, 0.07984, -1.60379], [2.30714, 1.15378, -0.00698], [2.56844, -0.41119, -0.25029], [1.71916, 0.13443, 1.11830]],
  "mulliken_charge": [-0.968, -0.275, -0.083, -0.349, 0.328, 0.311, 0.332, 0.277, 0.365, 0.381, 0.346, 0.334]
}

Least stable: <Q>

<P>
{
  "formula": "C5H11N2S",
  "method": "ωB97M-V with the def2-TZVPD basis set",
  "mol_weight_da": 131.22,
  "charge": 1,
  "smiles": "CN1C=S(C)#[N+]CC1",
  "homo_ev": [-12.36, -12.36],
  "elements": ["C", "N", "C", "S", "C", "N", "C", "C", "H", "H", "H", "H", "H", "H", "H", "H", "H", "H", "H"],
  "coordinates": [[0.28170, -1.58285, 1.97645], [0.11326, -0.86040, 0.73568], [-0.90359, -1.01532, 0.00774], [-1.28835, 0.70067, -0.89969], [-1.07465, 0.53532, -2.70549], [-0.06463, 1.78262, -0.69787], [0.60225, 1.54121, 0.51637], [1.16829, 0.10801, 0.55141], [0.88388, -1.06484, 2.71190], [0.79329, -2.44168, 1.87926], [-0.70740, -1.65908, 2.23427], [-1.67202, -1.79565, 0.00578], [-1.75729, 0.01239, -3.22621], [-0.05454, 0.29721, -2.97343], [-1.15602, 1.50039, -2.99842], [-0.03692, 1.74300, 1.40713], [1.32882, 2.34598, 0.53558], [1.67606, -0.01037, -0.43736], [1.86786, -0.13661, 1.37689]],
  "mulliken_charge": [-1.079, 0.038, 0.009, 0.287, -0.975, -0.408, -0.568, -0.567, 0.424, 0.382, 0.416, 0.469, 0.434, 0.335, 0.403, 0.323, 0.388, 0.271, 0.416]
}

<Q>
{
  "formula": "C5H11N2S",
  "method": "ωB97M-V with the def2-TZVPD basis set",
  "mol_weight_da": 131.22,
  "charge": 1,
  "homo_ev": [-12.69, -12.73],
  "elements": ["C", "C", "C", "C", "C", "N", "N", "S", "H", "H", "H", "H", "H", "H", "H", "H", "H", "H", "H"],
  "coordinates": [[1.24101, 0.32926, -0.64116], [-0.68584, -1.17022, -0.76445], [-1.91337, -0.38246, -0.07452], [-2.41168, 2.06693, 0.20932], [4.07514, 0.04533, 0.16642], [0.58679, -0.75535, -0.27487], [-2.14731, 0.89314, -0.57150], [2.68148, 1.03277, -0.53606], [-0.69539, -2.27582, -0.63333], [-0.82897, -0.68632, -1.82217], [-2.85775, -0.94446, -0.38004], [-1.59090, -0.42772, 0.95307], [-2.34034, 3.10718, -0.19970], [-1.74252, 2.11254, 1.11796], [-3.47286, 1.89542, 0.50857], [3.92275, -0.54192, 1.03090], [5.01352, 0.64629, 0.26130], [4.21781, -0.60390, -0.58863], [0.78087, -1.15201, 0.66766]],
  "mulliken_charge": [0.202, -0.651, -0.303, -0.681, -0.845, -0.085, -0.342, 0.073, 0.377, 0.339, 0.371, 0.343, 0.267, 0.278, 0.302, 0.350, 0.340, 0.354, 0.312]
}

Least stable: <Q>

<P>
{
  "formula": "H20O10",
  "method": "ωB97M-V with the def2-TZVPD basis set",
  "mol_weight_da": 180.15,
  "charge": 0,
  "smiles": "O.O.O.O.O.O.O.O.O.O",
  "homo_ev": -9.97,
  "elements": ["O", "H", "H", "O", "H", "H", "O", "H", "H", "O", "H", "H", "O", "H", "H", "O", "H", "H", "O", "H", "H", "O", "H", "H", "O", "H", "H", "O", "H", "H"],
  "coordinates": [[30.06600, 15.25000, 8.95900], [30.12100, 15.15900, 8.00900], [30.21500, 14.40400, 9.44300], [27.87500, 17.50400, 7.47800], [27.38700, 16.72000, 7.84700], [28.14000, 17.26400, 6.60800], [25.48000, 12.35300, 8.21200], [25.24400, 12.76000, 9.07500], [24.65200, 12.28400, 7.71000], [25.41600, 13.33900, 10.72200], [25.35500, 14.19700, 11.12100], [25.93200, 12.68800, 11.24900], [27.48000, 15.28800, 9.79200], [28.37800, 15.21100, 9.46900], [27.19600, 14.35400, 9.81700], [27.04200, 17.98200, 10.09400], [27.51300, 18.10400, 9.24400], [26.99900, 17.01200, 10.16300], [27.70600, 14.74000, 12.48800], [27.43300, 14.83300, 11.58100], [26.95000, 14.35600, 12.94700], [24.85800, 15.80800, 8.49400], [25.61700, 15.33600, 8.18600], [24.63000, 16.46300, 7.83600], [27.93200, 12.26600, 11.64400], [27.99600, 11.50000, 12.15300], [28.16700, 13.06000, 12.09700], [28.05200, 12.48500, 8.84000], [27.14300, 12.30100, 8.94100], [28.41000, 12.37100, 9.75100]],
  "mulliken_charge": [-0.684, 0.317, 0.319, -0.673, 0.274, 0.305, -0.742, 0.391, 0.326, -0.680, 0.314, 0.286, -0.777, 0.399, 0.289, -0.701, 0.427, 0.415, -0.746, 0.392, 0.357, -0.575, 0.276, 0.315, -0.580, 0.211, 0.433, -0.599, 0.328, 0.382]
}

<Q>
{
  "formula": "H20O10",
  "method": "ωB97M-V with the def2-TZVPD basis set",
  "mol_weight_da": 180.15,
  "charge": 0,
  "smiles": "O.O.O.O.O.O.O.O.O.O",
  "homo_ev": -10.27,
  "elements": ["O", "H", "H", "O", "H", "H", "O", "H", "H", "O", "H", "H", "O", "H", "H", "O", "H", "H", "O", "H", "H", "O", "H", "H", "O", "H", "H", "O", "H", "H"],
  "coordinates": [[8.18053, -0.82056, 4.34268], [8.70203, -0.35607, 5.02706], [8.49884, -1.73939, 4.40182], [5.36088, -1.47374, 4.33534], [5.42678, -1.21646, 3.40909], [6.18958, -1.91355, 4.51404], [8.41880, -3.65338, 4.60249], [9.14309, -4.24682, 4.84033], [7.78629, -3.73756, 5.32797], [6.99036, 1.73299, 6.39073], [6.74772, 0.85568, 6.06351], [7.22867, 1.59967, 7.31473], [10.11500, -0.37471, 2.21333], [9.31132, -0.62509, 2.69929], [10.61060, -1.19375, 2.10987], [9.39597, -2.46200, 7.44993], [9.25103, -2.43680, 8.40393], [8.51850, -2.34051, 7.06913], [6.81741, 1.70127, 3.19860], [7.39805, 0.94135, 3.34261], [6.38412, 1.52117, 2.35771], [9.86039, 0.69523, 6.40241], [9.39849, 1.21223, 7.07118], [9.86893, -0.20939, 6.75363], [6.68409, -3.48361, 2.08611], [7.31744, -3.55277, 1.36311], [7.22664, -3.39985, 2.88261], [9.82518, 2.76959, 4.39024], [9.57026, 1.88892, 4.70580], [9.82948, 3.31677, 5.18040]],
  "mulliken_charge": [-0.349, 0.293, 0.280, -0.621, 0.335, 0.227, -0.653, 0.282, 0.311, -0.594, 0.312, 0.277, -0.629, 0.342, 0.297, -0.634, 0.324, 0.306, -0.601, 0.265, 0.280, -0.628, 0.277, 0.267, -0.617, 0.317, 0.324, -0.609, 0.337, 0.282]
}

Least stable: <Q>

<P>
{
  "formula": "H20O10",
  "method": "ωB97M-V with the def2-TZVPD basis set",
  "mol_weight_da": 180.15,
  "charge": 0,
  "smiles": "O.O.O.O.O.O.O.O.O.O",
  "homo_ev": -10.81,
  "elements": ["O", "H", "H", "O", "H", "H", "O", "H", "H", "O", "H", "H", "O", "H", "H", "O", "H", "H", "O", "H", "H", "O", "H", "H", "O", "H", "H", "O", "H", "H"],
  "coordinates": [[-13.63441, -0.16558, 47.16443], [-12.87885, -0.53633, 47.59549], [-14.39676, -0.08009, 47.75378], [-9.09635, 2.98192, 49.06159], [-9.00348, 2.54648, 49.81291], [-10.04280, 3.23024, 48.96104], [-11.88574, 2.51336, 50.83808], [-11.65725, 2.99373, 51.59010], [-12.53934, 3.17479, 50.37960], [-10.47127, 0.30575, 46.26558], [-10.96459, 0.84772, 45.63754], [-10.62021, -0.51139, 45.76166], [-10.76300, 0.38798, 49.36968], [-11.00971, 0.82290, 48.53747], [-11.17809, 0.82992, 50.05639], [-9.16478, 1.39233, 52.30173], [-9.82122, 0.91017, 52.83283], [-8.75226, 0.66644, 51.76567], [-8.22630, -0.32678, 50.38706], [-8.09962, -1.36652, 50.45453], [-9.08896, -0.20904, 49.90119], [-13.33343, 0.95429, 52.60447], [-12.52289, 0.47141, 52.84647], [-13.02944, 1.38528, 51.74220], [-12.30957, -2.11660, 48.89617], [-12.13350, -3.06352, 48.97227], [-11.69567, -1.66475, 49.63434], [-13.23698, 2.69633, 47.82056], [-13.37168, 1.90487, 47.24627], [-13.60852, 3.38942, 47.30008]],
  "mulliken_charge": [-0.645, 0.327, 0.321, -0.628, 0.320, 0.295, -0.618, 0.295, 0.291, -0.602, 0.297, 0.303, -0.496, 0.184, 0.276, -0.648, 0.268, 0.381, -0.723, 0.324, 0.440, -0.655, 0.291, 0.385, -0.647, 0.295, 0.328, -0.565, 0.325, 0.281]
}

<Q>
{
  "formula": "H20O10",
  "method": "ωB97M-V with the def2-TZVPD basis set",
  "mol_weight_da": 180.15,
  "charge": 0,
  "smiles": "O.O.O.O.O.O.O.O.O.O",
  "homo_ev": -10.33,
  "elements": ["O", "H", "H", "O", "H", "H", "O", "H", "H", "O", "H", "H", "O", "H", "H", "O", "H", "H", "O", "H", "H", "O", "H", "H", "O", "H", "H", "O", "H", "H"],
  "coordinates": [[0.00285, 1.19940, -0.06456], [-0.29588, 1.51198, 0.80884], [-0.26077, 1.99749, -0.63935], [-2.76587, -2.60709, -1.20113], [-2.79218, -1.68192, -1.44588], [-3.68762, -2.86260, -0.95836], [-0.46473, -0.66357, 1.20167], [0.24646, 0.00836, 1.41348], [-0.16478, -1.32733, 0.62795], [-2.13158, 4.67875, 0.26330], [-2.87045, 4.30315, 0.66830], [-1.43925, 3.95840, 0.14019], [2.53554, 0.75302, -2.33728], [2.79737, -0.14953, -2.14205], [3.16051, 1.01573, -3.04540], [0.23848, -3.81016, -0.12994], [0.91564, -3.68173, 0.56975], [0.52958, -3.13999, -0.76162], [3.96662, 1.65847, 1.94639], [3.78502, 2.35702, 1.35264], [3.74441, 0.78000, 1.44934], [4.08851, -1.14206, -0.26659], [4.27774, -0.84461, -1.09303], [3.21851, -1.61562, -0.25550], [-2.56071, -1.78188, 2.11859], [-2.39616, -2.68689, 2.45684], [-1.97390, -1.37869, 2.68854], [-3.22237, 1.32619, -1.15379], [-3.85310, 1.86110, -0.65554], [-2.62790, 1.96461, -1.55583]],
  "mulliken_charge": [-0.498, 0.304, 0.185, -0.615, 0.307, 0.296, -0.562, 0.390, 0.202, -0.628, 0.311, 0.292, -0.576, 0.246, 0.312, -0.599, 0.307, 0.282, -0.639, 0.300, 0.343, -0.558, 0.258, 0.313, -0.554, 0.292, 0.264, -0.561, 0.288, 0.301]
}

Least stable: <Q>